No. 1
# C24H41BrI2NO17P

A 5-piece molecular cluster, C24H41BrI2NO17P overall (wB97M-V/def2-TZVPD, OMol25).

Last column: Mulliken charge in e.
Cartesian coordinates (Å):
1 C -1.21059 1.96156 3.99837  -1.509
2 C -0.64843 0.82402 3.17859  0.798
3 O -0.68474 -0.36869 3.97745  -0.581
4 C -1.33301 0.60393 1.84233  -0.517
5 N -1.36688 1.83689 1.07203  0.008
6 C -1.69543 1.65458 -0.33299  -1.123
7 C -0.48248 1.59916 -1.28268  -0.548
8 O 0.76772 2.05546 -0.72968  0.202
9 P 1.35972 3.49388 -1.08157  -0.408
10 Br 1.00890 4.19812 1.17687  -0.312
11 I 1.77441 2.78857 -3.50608  -0.026
12 C 0.25402 4.88124 -1.71058  -0.364
13 O 0.37984 6.07250 -0.98919  -0.139
14 O -0.93568 6.63458 -0.86421  -0.395
15 C 3.19421 3.64190 -0.76149  -0.810
16 C 3.77383 2.32781 -0.30086  0.173
17 O 3.75377 1.98114 0.82976  -0.441
18 I 4.77815 1.05096 -1.72189  0.061
19 H -2.24684 1.75289 4.27372  0.309
20 H -1.20675 2.89242 3.43289  0.333
21 H -0.61371 2.13036 4.89094  0.394
22 H 0.40024 1.05514 2.96720  0.084
23 H -1.03459 -1.07184 3.41993  0.337
24 H -2.34261 0.19238 2.00126  0.341
25 H -0.74511 -0.11109 1.27015  -0.044
26 H -2.02207 2.49791 1.45924  0.280
27 H -2.23488 0.71227 -0.47222  0.327
28 H -2.38412 2.43358 -0.66076  0.577
29 H -0.71120 2.10478 -2.21953  0.588
30 H -0.30311 0.55961 -1.53858  0.061
31 H -0.74969 4.47764 -1.54383  0.327
32 H 0.42558 5.04932 -2.76857  0.574
33 H -0.99541 6.72801 0.09863  0.339
34 H 3.33541 4.35260 0.04404  0.556
35 H 3.64728 4.01389 -1.67530  0.620
36 C 3.65918 -2.55970 1.94529  -1.539
37 C 2.87186 -2.58695 0.66207  0.287
38 C 3.21039 -1.49403 -0.33299  -0.552
39 O 1.95596 -1.30441 -1.01165  -0.005
40 C 0.97528 -1.67356 -0.16742  0.474
41 O -0.18234 -1.43658 -0.33579  -0.493
42 O 1.47307 -2.31235 0.90418  -0.330
43 H 3.36617 -3.38306 2.59485  0.400
44 H 4.72496 -2.64622 1.73520  0.385
45 H 3.47557 -1.63022 2.48455  0.326
46 H 2.93366 -3.57123 0.19058  0.299
47 H 3.98119 -1.77502 -1.04497  0.425
48 H 3.48560 -0.55544 0.15306  0.213
49 C 5.05624 -1.66084 -7.22990  -1.451
50 C 4.54646 -0.39061 -6.59995  0.544
51 C 3.33970 -0.55223 -5.69829  -0.378
52 O 2.68498 0.71212 -5.83675  -0.134
53 C 3.02345 1.23109 -7.04420  0.540
54 O 2.51174 2.17834 -7.53693  -0.527
55 O 4.02901 0.51043 -7.59662  -0.362
56 H 5.93162 -1.46130 -7.84610  0.360
57 H 5.33224 -2.38134 -6.45975  0.369
58 H 4.29255 -2.09958 -7.87241  0.361
59 H 5.35230 0.12870 -6.07341  0.265
60 H 3.59463 -0.72425 -4.65494  0.166
61 H 2.66331 -1.33774 -6.04441  0.259
62 C -2.47461 -3.33847 -1.45883  -1.244
63 C -3.30540 -3.25355 -2.71129  0.497
64 C -2.91066 -2.14512 -3.66538  -0.181
65 O -4.15587 -1.82535 -4.29749  -0.365
66 C -5.15597 -2.16289 -3.44555  0.607
67 O -6.29313 -1.86217 -3.58620  -0.526
68 O -4.66532 -2.88663 -2.41073  -0.375
69 H -2.80469 -4.16458 -0.82942  0.411
70 H -1.42474 -3.48745 -1.70646  0.340
71 H -2.56837 -2.42362 -0.87605  0.173
72 H -3.33063 -4.21681 -3.22863  0.235
73 H -2.18083 -2.44961 -4.41078  0.348
74 H -2.54651 -1.25953 -3.13796  0.087
75 C -2.24088 -0.99279 6.76351  -1.192
76 C -3.67976 -1.10245 7.19486  0.501
77 C -3.91893 -1.09784 8.69042  -0.466
78 O -5.10934 -1.88663 8.81608  -0.338
79 C -5.16739 -2.72575 7.75292  0.638
80 O -5.92533 -3.63102 7.64783  -0.528
81 O -4.23474 -2.38342 6.83352  -0.336
82 H -2.15496 -0.98600 5.68354  0.155
83 H -1.79508 -0.07352 7.14356  0.371
84 H -1.66900 -1.84518 7.13389  0.360
85 H -4.28555 -0.33284 6.70778  0.237
86 H -4.08402 -0.10594 9.10253  0.309
87 H -3.11286 -1.59228 9.23764  0.308

Results
- HOMO level: -9.0 eV
- Orbital gap: 0.3104 hartree
- Molecular weight: 980.268 g mol⁻¹
- E: -5783.66090 Eh

---

No. 2
# C24H41F3P2W

C24H41F3P2W as an isolated structure in a non-equilibrium geometry (wB97M-V/def2-TZVPD, OMol25).

Last column: Mulliken charge in e.
Cartesian coordinates (Å):
1 W 0.00000 0.00000 0.00000  -0.547
2 C 1.55781 1.54385 0.20104  0.707
3 C 1.17048 1.39603 -1.18769  0.701
4 C -0.70346 2.09226 0.01858  0.362
5 C 0.41143 1.94938 0.94987  0.588
6 C -0.22563 1.77209 -1.28845  0.679
7 C 2.94798 1.37677 0.73645  -1.464
8 H 3.53201 0.68949 0.11782  0.300
9 H 2.93711 0.99043 1.75924  0.408
10 H 3.47538 2.34021 0.74669  0.362
11 C 0.34000 2.23538 2.41754  -1.271
12 H 1.21044 1.82992 2.94075  0.370
13 H -0.55456 1.77973 2.85313  0.336
14 H 0.30454 3.31700 2.60686  0.314
15 C -2.07931 2.54489 0.39698  -1.247
16 H -2.14123 3.64153 0.41822  0.315
17 H -2.34823 2.16533 1.38775  0.366
18 H -2.82412 2.17914 -0.31523  0.354
19 C -1.00470 1.88255 -2.56440  -1.303
20 H -0.97551 2.91211 -2.94613  0.357
21 H -2.05329 1.61043 -2.41578  0.369
22 H -0.58998 1.23301 -3.34039  0.310
23 C 2.09678 1.13171 -2.33656  -1.374
24 H 2.46801 2.06929 -2.77485  0.323
25 H 1.59300 0.57221 -3.13033  0.341
26 H 2.96575 0.54861 -2.01785  0.344
27 C 2.12241 -6.95280 -0.16078  -0.313
28 C 3.15188 -6.36237 -0.77954  -0.554
29 C 3.63290 -6.48811 -2.20150  -0.563
30 C 2.64831 -7.08096 -3.23354  -0.978
31 C 1.37169 -6.28462 -3.35876  -0.227
32 C 0.26297 -6.35451 -2.61257  -0.549
33 C -0.06405 -7.23926 -1.43814  -0.476
34 C 1.11626 -7.92980 -0.71982  -0.994
35 H 4.56028 -7.08210 -2.21447  0.363
36 H 2.44566 -8.12746 -2.99914  0.340
37 H 3.92712 -5.48487 -2.54049  0.265
38 H 1.58890 -8.65294 -1.38696  0.363
39 H 1.96088 -6.67697 0.88161  0.403
40 H 3.74970 -5.67724 -0.17711  0.642
41 H 0.70019 -8.51213 0.11076  0.407
42 H -0.60540 -6.62661 -0.70366  0.214
43 H -0.54348 -5.67035 -2.87959  0.537
44 H -0.78294 -8.00939 -1.75947  0.412
45 H 3.15331 -7.08183 -4.20675  0.411
46 H 1.37692 -5.53461 -4.15017  0.373
47 P 1.10125 -1.93942 0.45698  1.013
48 C 1.44484 -2.51960 2.16624  -1.303
49 C 2.66183 -2.39518 -0.40936  -0.875
50 P -0.91855 -1.68024 -1.23113  0.955
51 C -0.17752 -3.07981 -0.26036  -1.003
52 C -0.40153 -2.00139 -2.96981  -0.958
53 C -2.72839 -1.98460 -1.32180  -1.342
54 H 0.61541 -2.18834 2.79624  0.347
55 H 2.36742 -2.04916 2.52133  0.454
56 H 1.55250 -3.60859 2.21397  0.378
57 H 2.79089 -3.48211 -0.45618  0.105
58 H 3.51101 -1.96125 0.12742  0.481
59 H 2.65246 -1.98524 -1.42243  0.320
60 H -2.95523 -3.01409 -1.61928  0.435
61 H -3.16798 -1.29326 -2.04824  0.449
62 H -3.14532 -1.77005 -0.33459  0.342
63 H -0.87929 -3.33874 0.53944  0.478
64 H 0.14948 -3.98125 -0.78978  0.350
65 H -1.00403 -1.38457 -3.64367  0.448
66 H -0.53565 -3.05474 -3.23941  0.349
67 H 0.64747 -1.72298 -3.09816  0.281
68 F -1.79901 -1.88745 1.71720  -0.251
69 C -1.46612 -0.56910 1.65801  -0.051
70 F -2.67913 0.05287 1.50634  -0.245
71 F -0.94735 -0.31298 2.90473  -0.236

Results
- Total charge: +2
- Energy relative to the best compared isomer or geometry (same formula, charge and spin): 0.0 kJ/mol
- HOMO level (alpha / beta): -13.5 / -13.5 eV
- Orbital gap (alpha / beta): 0.1462 / 0.1655 hartree
- Molecular weight: 632.374 g mol⁻¹
- E: -1987.81368 Eh
- Multiplicity: 3

---

No. 3
# C24H41F5I2O11S

A 3-piece molecular cluster, C24H41F5I2O11S overall (wB97M-V/def2-TZVPD, OMol25).

Last column: Mulliken charge in e.
Cartesian coordinates (Å):
1 C 2.55274 -2.39079 0.04224  -0.872
2 C 2.68265 -2.92644 1.47508  -0.205
3 C 2.05583 -2.01253 2.52913  -1.078
4 I 2.92599 -2.42414 4.44727  0.117
5 C 0.49283 -1.97913 2.55687  0.390
6 O -0.06386 -2.90216 1.68394  -0.153
7 C -0.73541 -4.08462 2.18418  -1.568
8 C 0.18087 -5.11187 2.85877  1.862
9 C 0.67608 -6.09550 1.78403  -1.959
10 C -0.47916 -5.89183 4.02087  0.532
11 C 0.63084 -6.50897 4.88534  -1.533
12 C -1.37345 -5.04942 4.92542  -1.358
13 O -0.04447 -2.13028 3.86736  0.009
14 S -1.45276 -1.37821 4.04791  1.143
15 O -1.30664 -0.50002 5.14096  -0.610
16 O -2.53280 -2.28635 3.99353  -0.584
17 O -1.41158 -0.62280 2.65467  -0.347
18 C -0.06397 -0.56516 2.11595  0.067
19 I 0.92502 1.06779 3.13676  0.200
20 C -0.20591 -0.36921 0.60946  -0.625
21 C 0.57773 0.72967 -0.11063  -1.080
22 C -0.20828 2.05397 -0.18081  -1.145
23 C 0.60117 3.20858 -0.70633  0.751
24 F 1.38977 2.78099 -1.73649  -0.318
25 F -0.20902 4.17185 -1.18230  -0.283
26 C 1.54334 3.91840 0.28984  0.610
27 F 2.52170 3.09952 0.69230  -0.246
28 F 0.85538 4.32461 1.36293  -0.257
29 F 2.10326 4.99014 -0.28205  -0.259
30 H 1.70267 -2.82690 -0.48418  0.207
31 H 3.46100 -2.58419 -0.52688  0.482
32 H 2.40851 -1.30640 0.03784  0.007
33 H 3.74295 -2.99086 1.72142  0.742
34 H 2.29020 -3.93165 1.54934  -0.113
35 H 2.39376 -1.00092 2.32306  0.544
36 H -1.57340 -3.78814 2.80507  0.352
37 H -1.15438 -4.51214 1.27213  0.433
38 H 1.05437 -4.60441 3.27512  -0.397
39 H 1.04364 -5.56155 0.90340  0.395
40 H -0.15606 -6.71856 1.44697  0.537
41 H 1.47759 -6.74284 2.13933  0.355
42 H -1.05513 -6.72047 3.59330  0.303
43 H 0.21926 -7.20472 5.61744  0.439
44 H 1.39617 -7.01318 4.29492  0.347
45 H 1.13594 -5.71085 5.43960  0.345
46 H -2.27245 -4.68701 4.42579  0.436
47 H -1.72102 -5.65552 5.76415  0.510
48 H -0.82742 -4.18564 5.31034  0.098
49 H -1.26878 -0.17654 0.44596  0.625
50 H -0.00122 -1.32057 0.12395  0.277
51 H 1.58728 0.87195 0.27541  0.631
52 H 0.69508 0.38651 -1.14063  0.322
53 H -1.02007 1.89497 -0.89553  0.386
54 H -0.66419 2.25589 0.78880  0.498
55 C -0.44420 7.15282 -1.56946  -0.842
56 C 0.63986 8.20421 -1.49498  -0.279
57 O 0.80333 8.90131 -2.74476  -0.369
58 C -0.10493 9.84037 -2.99680  0.789
59 O -1.01062 10.17135 -2.27458  -0.560
60 O 0.15708 10.36232 -4.19715  -0.347
61 C -0.76820 11.36836 -4.61985  -0.634
62 H -0.24929 6.46579 -2.39248  0.257
63 H -0.47418 6.59279 -0.63560  0.176
64 H -1.41807 7.61558 -1.72586  0.405
65 H 1.61162 7.74865 -1.31304  0.267
66 H 0.44443 8.92783 -0.70405  0.329
67 H -0.85825 12.14935 -3.86808  0.298
68 H -1.74714 10.92925 -4.80572  0.292
69 H -0.35805 11.77299 -5.54001  0.217
70 C -2.92309 -3.80594 -4.63458  -1.121
71 C -1.48316 -3.76990 -4.17487  -0.025
72 O -0.73693 -2.72347 -4.82483  -0.396
73 C -0.93514 -1.49926 -4.34627  0.839
74 O -1.64363 -1.20288 -3.41642  -0.579
75 O -0.20711 -0.64281 -5.06409  -0.360
76 C -0.37511 0.72632 -4.68239  -0.179
77 H -2.97276 -3.89222 -5.72037  0.290
78 H -3.42860 -4.66528 -4.19369  0.371
79 H -3.45077 -2.90279 -4.33240  0.309
80 H -0.95977 -4.68230 -4.45338  0.331
81 H -1.41017 -3.64349 -3.09468  0.150
82 H -0.20228 0.84990 -3.61526  -0.148
83 H -1.37651 1.06924 -4.93729  0.301
84 H 0.35948 1.29952 -5.23935  0.254

Results
- HOMO level: -9.6 eV
- Orbital gap: 0.3554 hartree
- Molecular weight: 886.446 g mol⁻¹
- E: -3259.66451 Eh